Entry one
DFT (ωB97M-V/def2-TZVPD) results for a 6-piece molecular cluster, C18H45O15P3 overall.

XYZ file:
```
81
C18H45O15P3 | OMol25 | ωB97M-V/def2-TZVPD
C -1.691 -2.164 6.946
C -0.650 -2.023 5.790
O 0.120 -1.053 5.893
C -0.746 -2.884 4.569
H -1.442 -3.164 7.222
H -2.485 -2.202 6.459
H -1.586 -1.741 7.876
H 0.253 -3.278 4.380
H -1.096 -2.345 3.693
H -1.453 -3.645 4.688
C -3.354 -1.120 0.127
C -3.236 -0.376 -1.251
O -3.829 -0.576 -2.197
C -1.977 0.567 -1.301
H -3.625 -0.582 0.961
H -2.434 -1.814 0.216
H -4.202 -1.728 0.211
H -2.194 1.817 -1.371
H -1.207 0.411 -2.005
H -1.142 0.352 -0.421
C -0.571 5.012 -1.587
C -0.657 3.974 -2.844
O -1.430 4.021 -3.725
C 0.324 2.815 -2.663
H 0.459 5.261 -1.582
H -0.887 4.483 -0.749
H -1.342 5.975 -1.901
H 0.209 1.855 -3.115
H 0.274 2.267 -1.674
H 1.322 3.088 -2.813
C 1.014 4.920 1.493
O -0.246 4.257 1.815
P -0.245 2.638 2.007
O 0.390 2.051 0.862
O 0.654 2.235 3.349
C 0.985 0.988 3.612
O -1.774 2.119 2.127
C -2.765 2.607 1.370
H 1.563 4.877 2.369
H 0.937 5.877 1.226
H 1.746 4.460 0.659
H 1.220 1.048 4.512
H 1.797 0.809 3.097
H 0.201 0.444 3.297
H -2.863 3.671 1.606
H -3.709 2.112 1.462
H -2.736 2.407 0.346
C 3.806 2.093 -0.191
O 2.705 1.519 -0.847
P 2.287 -0.031 -0.553
O 1.304 -0.690 -1.521
O 3.659 -0.743 -0.702
C 3.928 -1.884 -1.597
O 1.955 -0.520 0.952
C 1.447 -1.778 1.346
H 3.699 3.070 -0.032
H 4.854 2.096 -0.764
H 3.806 1.880 0.824
H 3.659 -1.596 -2.527
H 3.033 -2.585 -1.513
H 4.818 -2.271 -1.363
H 2.269 -2.574 1.387
H 0.714 -2.124 0.607
H 0.925 -1.841 2.308
C 1.671 -3.140 -4.940
O 1.509 -3.001 -3.512
P -0.077 -2.904 -2.988
O -0.806 -4.004 -3.670
O -0.220 -3.244 -1.465
C -1.177 -4.130 -0.830
O -0.867 -1.545 -3.465
C -1.436 -1.478 -4.693
H 2.624 -3.283 -5.031
H 1.494 -2.081 -5.498
H 1.041 -4.054 -5.230
H -2.040 -3.685 -0.892
H -0.713 -4.689 0.029
H -1.304 -4.870 -1.548
H -0.761 -2.025 -5.410
H -1.438 -0.584 -5.042
H -2.290 -1.992 -4.644
```

SMILES   COP(=O)(OC)OC.COP(=O)(OC)OC.COP(=O)(OC)OC.CC(C)=O.CC(C)=O.CC(C)=O
Charge   0
2S+1   1
Kohn-Sham gap   9.436 eV
E_HOMO   -9.09 eV

---

Entry two
DFT (ωB97M-V/def2-TZVPD) results for a 6-piece molecular cluster, C18H45O15P3 overall.

XYZ file:
```
81
C18H45O15P3 | OMol25 | ωB97M-V/def2-TZVPD
C -2.132 0.305 1.187
C -0.922 0.102 0.288
O 0.149 0.518 0.676
C -1.032 -0.470 -1.164
H -2.653 -0.651 1.282
H -2.926 0.861 0.683
H -1.893 0.787 1.996
H -1.442 -1.518 -1.219
H 0.091 -0.744 -1.556
H -1.541 0.068 -1.864
C -0.846 2.004 -7.409
C -1.070 1.206 -6.090
O -2.237 1.022 -5.652
C 0.167 0.783 -5.280
H -0.381 1.347 -8.010
H -0.382 3.006 -7.298
H -1.948 2.162 -7.835
H -0.070 0.193 -4.269
H 0.845 1.607 -5.148
H 0.654 0.127 -5.938
C -2.631 3.512 -3.159
C -1.441 4.225 -2.374
O -1.220 3.956 -1.197
C -0.528 5.120 -3.149
H -2.492 2.573 -2.939
H -2.564 3.652 -4.206
H -3.565 4.040 -2.880
H -0.529 4.791 -4.157
H 0.502 5.171 -2.656
H -1.114 6.012 -3.097
C 0.210 -3.378 0.878
O -0.175 -4.665 1.511
P -1.327 -4.759 2.630
O -2.216 -3.631 2.268
O -2.145 -6.074 2.499
C -2.034 -6.740 1.285
O -0.642 -4.344 4.113
C -0.280 -3.003 4.440
H -0.294 -3.297 -0.013
H 1.308 -3.487 0.707
H -0.103 -2.677 1.436
H -2.374 -7.731 1.417
H -1.126 -6.891 0.804
H -2.546 -6.012 0.503
H -0.094 -3.036 5.428
H -1.001 -2.157 4.331
H 0.700 -2.892 3.951
C 0.153 0.906 8.467
O -0.529 0.151 7.402
P -1.447 0.931 6.342
O -1.151 2.366 6.082
O -1.003 0.262 5.018
C 0.148 0.633 4.318
O -3.087 0.822 6.269
C -3.837 1.597 5.469
H -0.732 1.482 8.894
H 0.946 1.328 7.944
H 0.440 -0.055 9.161
H 0.617 -0.185 3.849
H 1.029 0.917 5.069
H -0.075 1.449 3.508
H -3.649 1.625 4.413
H -4.230 2.600 5.890
H -4.702 1.063 5.547
C 2.393 1.200 -1.569
O 3.059 0.983 -2.803
P 4.398 0.182 -2.963
O 4.969 -0.361 -1.736
O 4.070 -0.976 -3.869
C 2.858 -1.797 -3.744
O 5.471 1.011 -3.750
C 6.909 0.803 -3.628
H 3.120 1.464 -0.773
H 2.004 0.502 -1.010
H 1.689 1.911 -1.732
H 2.637 -1.761 -2.791
H 2.961 -2.763 -4.071
H 1.868 -1.439 -4.079
H 7.146 -0.191 -4.116
H 7.308 0.715 -2.675
H 7.531 1.644 -4.078
```

SMILES   COP(=O)(OC)OC.COP(=O)(OC)OC.COP(=O)(OC)OC.CC(C)=O.CC(C)=O.CC(C)=O
Charge   0
2S+1   1
Kohn-Sham gap   9.960 eV
E_HOMO   -9.56 eV

---

In terms of stability, entry two leads; the second structure lies 0.1137 hartree higher.

---

Entry one
DFT (ωB97M-V/def2-TZVPD) results for C4H6NO2 as an isolated structure.

XYZ file:
```
13
C4H6NO2 | OMol25 | ωB97M-V/def2-TZVPD
C 2.144 0.474 -0.795
C 1.725 -0.211 0.113
C -1.727 1.050 0.073
C 0.941 -1.204 0.736
N -0.574 -1.341 -0.068
O -0.528 -1.041 -1.300
O -1.278 0.093 0.817
H 2.828 1.089 -1.487
H -1.131 2.021 0.264
H -2.750 1.270 0.341
H -1.660 0.855 -1.009
H 0.509 -0.849 1.665
H 1.502 -2.207 0.652
```

Charge   -1
2S+1   1
Kohn-Sham gap   7.134 eV
E_HOMO   -2.81 eV

---

Entry two
DFT (ωB97M-V/def2-TZVPD) results for an isolated ion of composition C4H6NO2 and charge -1.

XYZ file:
```
13
C4H6NO2 | OMol25 | ωB97M-V/def2-TZVPD
C -0.602 -0.235 -0.314
C -1.600 -0.984 0.878
C 0.621 1.337 -0.929
C 0.858 0.193 0.091
N -0.738 0.796 -1.200
O -1.590 1.127 -2.107
O 1.047 0.381 1.449
H -2.454 -1.670 0.723
H -0.983 -1.489 1.598
H 0.458 2.203 -0.344
H 1.182 1.375 -1.777
H 1.651 -0.470 -0.200
H 0.172 0.155 1.829
```

SMILES   C=C1[C@H](O)CN1[O-]
Charge   -1
2S+1   1
Kohn-Sham gap (spin up / spin down)   6.036 / 6.035 eV
E_HOMO (spin up / spin down)   -2.02 / -2.02 eV

---

In terms of stability, entry two leads; the second structure lies 0.0279 hartree higher.

---

Entry one
DFT (ωB97M-V/def2-TZVPD) results for a 2-piece molecular cluster, C7H19N2O2P overall.

XYZ file:
```
31
C7H19N2O2P | OMol25 | ωB97M-V/def2-TZVPD
C 0.249 -2.360 0.851
C -1.178 -1.831 -1.150
C -2.362 1.159 0.934
C -0.138 2.252 0.649
C -1.310 1.305 -1.349
C -0.810 -1.410 0.280
C -1.023 1.103 0.146
N 3.771 -0.890 0.190
N -0.399 -0.097 0.544
O 3.418 1.553 -0.485
O 1.525 -0.072 -0.684
P 2.579 0.380 0.307
H 1.071 -2.429 0.145
H 0.627 -1.962 1.790
H -0.166 -3.354 1.014
H -0.384 -1.523 -1.822
H -2.119 -1.401 -1.480
H -1.267 -2.915 -1.187
H -3.067 0.430 0.545
H -2.183 0.960 1.987
H -2.785 2.154 0.831
H -0.665 3.200 0.584
H 0.764 2.310 0.048
H 0.154 2.069 1.679
H -1.533 2.356 -1.531
H -0.422 1.034 -1.915
H -2.152 0.711 -1.694
H -1.714 -1.527 0.910
H 4.564 -0.695 0.785
H 3.370 -1.779 0.464
H 3.587 1.269 -1.388
```

Charge   0
2S+1   1
Kohn-Sham gap (spin up / spin down)   5.626 / 9.070 eV
E_HOMO (spin up / spin down)   -7.77 / -8.57 eV

---

Entry two
DFT (ωB97M-V/def2-TZVPD) results for a 2-piece molecular cluster, C7H19N2O2P overall.

XYZ file:
```
31
C7H19N2O2P | OMol25 | ωB97M-V/def2-TZVPD
C 2.315 1.920 -1.312
C 0.354 -2.243 -1.637
C -3.263 0.635 -0.483
C -0.898 -2.799 1.705
C 2.786 0.904 -0.224
C -1.228 1.823 0.171
C -0.486 1.152 1.320
N 0.023 -1.353 -0.620
N 2.234 1.130 1.045
O -2.598 1.681 0.154
O -0.746 -0.204 1.513
P 0.064 -1.425 0.948
H 3.204 2.460 -1.699
H 1.708 1.543 -2.095
H 1.654 2.642 -0.872
H 0.222 -3.313 -1.327
H 1.505 -2.251 -1.678
H -0.156 -2.106 -2.545
H -3.179 0.450 -1.550
H -4.355 0.614 -0.114
H -2.793 -0.390 -0.196
H -1.890 -2.509 2.181
H -1.208 -3.588 1.036
H -0.362 -3.350 2.580
H 2.612 -0.137 -0.596
H 3.868 0.977 -0.168
H -0.754 1.425 -0.755
H -1.065 2.883 0.189
H -0.770 1.869 2.112
H 0.736 1.246 1.141
H 2.465 0.314 1.775
```

Charge   0
2S+1   1
Kohn-Sham gap (spin up / spin down)   7.727 / 7.063 eV
E_HOMO (spin up / spin down)   -8.48 / -7.70 eV

---

In terms of stability, entry one leads; the second structure lies 0.1630 hartree higher.

---

Entry one
DFT (ωB97M-V/def2-TZVPD) results for a 2-piece molecular cluster, C17H19N overall.

XYZ file:
```
37
C17H19N | OMol25 | ωB97M-V/def2-TZVPD
C 0.189 1.107 -1.765
C -0.089 2.338 -2.655
C -0.709 0.978 -0.566
C -1.746 0.131 -0.332
C -0.405 1.658 0.653
C -1.307 1.137 1.626
C 0.506 2.657 1.050
C -1.163 1.385 2.982
C 0.637 2.858 2.420
C -0.195 2.266 3.392
N -2.216 0.331 0.961
H 0.250 0.282 -2.477
H 1.230 1.146 -1.416
H -0.939 2.156 -3.314
H -2.366 -0.492 -0.954
H -3.034 -0.098 1.381
H 1.075 3.148 0.275
H -1.856 0.979 3.716
H 1.490 3.408 2.797
H -0.098 2.619 4.408
H 0.778 2.389 -3.320
H -0.299 3.241 -2.084
C 0.469 -1.907 1.682
C 1.826 -2.074 -1.846
C 0.871 -2.870 -2.469
C 1.674 -1.649 -0.536
C 0.589 -2.119 0.206
C -0.243 -3.291 -1.743
C -0.408 -2.851 -0.435
H 2.683 -1.708 -2.390
H 1.043 -3.168 -3.495
H 2.432 -1.053 -0.047
H -0.810 -4.071 -2.237
H -0.467 -2.203 2.166
H 0.561 -0.873 2.023
H -1.204 -3.324 0.127
H 1.249 -2.464 2.216
```

SMILES   CCc1c[nH]c2ccccc12.Cc1ccccc1
Charge   0
2S+1   1
Kohn-Sham gap   8.554 eV
E_HOMO   -7.70 eV

---

Entry two
DFT (ωB97M-V/def2-TZVPD) results for a 2-piece molecular cluster, C17H19N overall.

XYZ file:
```
37
C17H19N | OMol25 | ωB97M-V/def2-TZVPD
C 0.345 0.979 -1.984
C 0.050 2.265 -2.780
C -0.531 0.950 -0.767
C -1.710 0.316 -0.598
C -0.170 1.478 0.536
C -1.112 0.984 1.447
C 0.737 2.464 0.947
C -1.110 1.354 2.791
C 0.584 2.996 2.209
C -0.237 2.360 3.154
N -2.025 0.217 0.757
H 0.259 0.108 -2.629
H 1.386 0.986 -1.669
H -0.780 2.192 -3.490
H -2.388 -0.189 -1.272
H -2.982 0.121 1.071
H 1.455 2.795 0.210
H -1.743 0.930 3.563
H 1.208 3.801 2.565
H -0.220 2.680 4.186
H 0.861 2.485 -3.480
H -0.170 3.114 -2.136
C 0.431 -2.060 1.746
C 1.983 -2.043 -1.679
C 1.027 -2.651 -2.475
C 1.739 -1.748 -0.344
C 0.565 -2.228 0.253
C -0.194 -2.966 -1.909
C -0.433 -2.754 -0.551
H 2.981 -1.837 -2.028
H 1.245 -2.964 -3.489
H 2.588 -1.413 0.233
H -0.942 -3.511 -2.472
H -0.353 -2.670 2.193
H 0.153 -1.041 1.968
H -1.318 -3.153 -0.077
H 1.382 -2.299 2.226
```

SMILES   CCc1c[nH]c2ccccc12.Cc1ccccc1
Charge   0
2S+1   1
Kohn-Sham gap   8.670 eV
E_HOMO   -7.78 eV

---

In terms of stability, entry two leads; the second structure lies 0.0074 hartree higher.

---

Entry one
DFT (ωB97M-V/def2-TZVPD) results for a 2-piece molecular cluster, C3H9N2O overall.

XYZ file:
```
15
C3H9N2O | OMol25 | ωB97M-V/def2-TZVPD
C -1.827 1.439 0.695
C 0.550 -1.444 -0.716
C 0.385 0.839 0.162
N -0.869 1.419 -0.043
N 0.726 -0.039 -1.001
O 1.491 1.479 0.471
H -2.692 2.112 0.734
H -1.734 0.738 1.610
H 0.674 -1.447 0.372
H -0.557 -1.592 -1.012
H 1.425 -2.020 -1.230
H -0.333 -0.183 1.819
H 1.795 0.136 -1.175
H 0.084 0.216 -1.767
H 1.601 2.096 1.264
```

Charge   +1
2S+1   1
Kohn-Sham gap (spin up / spin down)   8.887 / 8.888 eV
E_HOMO (spin up / spin down)   -13.15 / -13.15 eV

---

Entry two
DFT (ωB97M-V/def2-TZVPD) results for an isolated ion of composition C3H9N2O and charge +1.

XYZ file:
```
15
C3H9N2O | OMol25 | ωB97M-V/def2-TZVPD
N 1.592 -0.049 1.555
C 0.332 -0.476 0.803
C 0.324 0.586 -0.316
N -0.491 0.420 -1.341
C -1.765 -0.286 -1.436
O 1.187 1.469 -0.273
H 1.934 0.783 0.887
H 2.261 -0.700 1.953
H 1.214 0.532 2.308
H 0.504 -1.522 0.606
H -0.499 -0.336 1.496
H -0.378 1.145 -2.041
H -2.333 0.042 -2.309
H -2.316 -0.230 -0.487
H -1.567 -1.377 -1.405
```

SMILES   CNC(=O)C[NH3+]
Charge   +1
2S+1   1
Kohn-Sham gap   11.110 eV
E_HOMO   -14.53 eV

---

In terms of stability, entry two leads; the second structure lies 0.1982 hartree higher.

---

Entry one
DFT (ωB97M-V/def2-TZVPD) results for one molecule with the formula C9H9N3S.

XYZ file:
```
22
C9H9N3S | OMol25 | ωB97M-V/def2-TZVPD
C -0.685 -2.460 1.609
C -1.196 -2.847 -0.434
C 2.146 0.829 2.291
C 0.475 -0.220 1.208
C -0.363 -1.290 0.842
C 0.829 0.801 0.227
C 0.083 1.134 -0.856
C -1.371 0.992 -1.028
C 0.745 1.951 -1.943
N -1.159 -3.416 0.836
N 1.273 -0.082 2.346
N -0.769 -1.541 -0.466
S 2.166 1.681 0.743
H -0.582 -2.620 2.609
H -1.670 -3.336 -1.259
H 2.822 1.017 3.065
H -1.813 1.810 -1.483
H -2.048 0.799 -0.128
H -1.767 0.137 -1.567
H 1.319 2.804 -1.579
H -0.042 2.373 -2.620
H 1.607 1.483 -2.413
```

SMILES   CC(C)=c1scn/c1=C1\C=NC=N1
Charge   0
2S+1   1
Kohn-Sham gap (spin up / spin down)   6.444 / 6.446 eV
E_HOMO (spin up / spin down)   -8.00 / -8.00 eV

---

Entry two
DFT (ωB97M-V/def2-TZVPD) results for one molecule with the formula C9H9N3S.

XYZ file:
```
22
C9H9N3S | OMol25 | ωB97M-V/def2-TZVPD
S 3.091 -1.148 2.509
N 1.877 2.082 0.595
C 2.404 -0.164 1.365
C 1.482 1.586 -0.568
C -3.066 -0.548 -0.410
C -2.458 0.396 0.394
C -2.325 -1.422 -1.187
C -1.083 0.577 0.390
C -0.930 -1.230 -1.272
C -0.311 -0.165 -0.517
N 2.181 1.182 1.604
N 1.884 -0.722 0.209
C 1.151 0.085 -0.729
H 1.297 2.243 -1.439
H -4.141 -0.588 -0.419
H -2.996 0.971 1.131
H -2.795 -2.168 -1.798
H -0.688 1.322 1.072
H -0.357 -1.892 -1.876
H 2.475 1.536 2.515
H 1.869 -1.734 0.194
H 1.438 -0.198 -1.763
```

SMILES   S=C1NN=C[C@H](c2ccccc2)N1
Charge   0
2S+1   1
Kohn-Sham gap   8.654 eV
E_HOMO   -8.39 eV

---

In terms of stability, entry two leads; the second structure lies 0.0640 hartree higher.